[1]
ORCA calculation (ωB97M-V with the def2-TZVPD basis set) on an isolated molecule of C2H4ClN2P in a non-equilibrium geometry.

Properties
SMILES	ClN1CC=NP1
orbital gap	9.706	eV
maximum force	4.5	eV Å⁻¹
energy relative to the best compared isomer or geometry (same formula, charge and spin)	3.165	eV
total energy	-989.5612	a.u.
HOMO energy	-9.16	eV

Atoms and positions in Å:
Cl: -2.27877 -1.96780 -1.04919
N: -1.71326 -0.49166 -0.23225
C: 0.04008 -0.69241 0.09204
C: 0.63383 0.38149 -0.64046
N: -0.01146 1.32175 -1.20028
P: -1.72909 0.89460 -1.33103
H: 0.19944 -1.82136 -0.28539
H: 0.35595 -0.51490 1.16925
H: 1.70757 0.52336 -0.62977
H: -2.26992 1.68465 -0.34995

Atoms 1-6, force components in eV/Å:
Cl 0.482 0.659 0.301
N 3.098 -0.749 0.521
C -3.103 -3.218 0.093
C 0.733 1.952 -1.228
N -1.213 -0.540 -0.153
P 0.682 -0.821 -0.455

Charges computed using Mulliken, reported in e: number 1, Cl, carries -0.10; number 2, N, carries -0.25; number 3, C, carries -0.24; number 4, C, carries 0.00; number 5, N, carries -0.49; number 6, P, carries 0.13; number 7, H, carries 0.27; number 8, H, carries 0.24; number 9, H, carries 0.39; number 10, H, carries 0.06

[2]
ORCA calculation (ωB97M-V with the def2-TZVPD basis set) on an isolated molecule of C2H4ClN2P in a non-equilibrium geometry.

Properties
SMILES	Cl[C@H]1CN=PN1
orbital gap	9.380	eV
maximum force	3.8	eV Å⁻¹
energy relative to the best compared isomer or geometry (same formula, charge and spin)	0.855	eV
total energy	-989.6461	a.u.
HOMO energy	-9.23	eV

Atoms and positions in Å:
Cl: -0.50418 -0.71285 -2.09839
C: -0.26534 -0.39803 -0.31526
C: 0.53958 0.91276 -0.06928
N: -0.41505 1.91644 0.24723
P: -1.88634 1.51292 0.57045
N: -1.53410 -0.14794 0.22286
H: 0.15550 -1.23376 0.31109
H: 1.07779 0.79078 0.81564
H: 1.10221 1.16145 -1.09248
H: -2.25881 -0.86732 0.08255

Atoms 1-6, force components in eV/Å:
Cl 0.595 -0.408 0.203
C 0.398 -0.397 0.972
C -1.078 -0.102 -3.646
N -0.657 2.306 0.302
P 1.710 -1.462 -0.927
N -2.898 -0.120 0.957

Charges computed using Mulliken, reported in e: number 1, Cl, carries -0.23; number 2, C, carries 0.11; number 3, C, carries -0.46; number 4, N, carries -0.34; number 5, P, carries 0.14; number 6, N, carries -0.30; number 7, H, carries 0.26; number 8, H, carries 0.28; number 9, H, carries 0.29; number 10, H, carries 0.25

[3]
ORCA calculation (ωB97M-V with the def2-TZVPD basis set) on the ion C2H4ClN2S2 with charge +1 in a non-equilibrium geometry.

Properties
total charge	+1
orbital gap	8.528	eV
maximum force	3.6	eV Å⁻¹
energy relative to the best compared isomer or geometry (same formula, charge and spin)	0.414	eV
total energy	-1444.3535	a.u.
HOMO energy	-14.19	eV

Atoms and positions in Å:
C: 0.72240 -0.87851 0.52580
C: -0.50967 -0.26612 -0.09125
N: 0.60647 -2.00635 1.15145
N: 1.95719 -0.28698 0.54092
S: 3.34482 -1.05793 0.81538
S: 2.28514 -2.62892 1.75947
Cl: 2.03141 -2.17803 3.75210
H: -1.19085 -0.08287 0.77985
H: -0.87518 -0.89148 -0.86564
H: -0.23588 0.61672 -0.50138
H: 1.90039 0.62335 0.17829

Atoms 1-6, force components in eV/Å:
C 1.171 -1.448 0.878
C 0.193 -1.423 3.145
N 2.077 -1.736 0.493
N -3.233 1.170 -1.105
S 0.900 -2.207 0.791
S -2.241 2.345 -0.253

Charges computed using Mulliken, reported in e: number 1, C, carries 0.87; number 2, C, carries -1.05; number 3, N, carries -0.41; number 4, N, carries -0.23; number 5, S, carries 0.19; number 6, S, carries 0.31; number 7, Cl, carries 0.02; number 8, H, carries 0.30; number 9, H, carries 0.33; number 10, H, carries 0.41; number 11, H, carries 0.27

[4]
ORCA calculation (ωB97M-V with the def2-TZVPD basis set) on an isolated molecule of C2H4ClN3 in a non-equilibrium geometry.

Properties
orbital gap (spin up / spin down)	6.818 / 6.815	eV
maximum force	2.8	eV Å⁻¹
energy relative to the best compared isomer or geometry (same formula, charge and spin)	3.490	eV
total energy	-702.8824	a.u.
HOMO energy (spin up / spin down)	-6.94 / -6.94	eV

Atoms and positions in Å:
C: -0.79781 -0.36864 -0.68996
C: -3.01604 -0.86369 0.02771
N: -1.83664 -0.46988 0.14000
N: -4.19114 -0.97846 0.40847
N: 0.40852 -0.11700 0.35202
Cl: -5.25352 0.38610 -0.16108
H: 0.22630 0.74320 0.85224
H: -0.56150 -1.17232 -1.40263
H: 1.43089 -0.30188 0.12489
H: 0.34134 -0.92146 0.92166

Atoms 1-6, force components in eV/Å:
C 1.339 0.451 -0.583
C 1.260 1.305 2.077
N -2.043 -0.553 -0.787
N -0.413 -0.752 -1.061
N 1.499 -1.538 -1.583
Cl 0.221 0.033 0.149

Charges computed using Mulliken, reported in e: number 1, C, carries -0.43; number 2, C, carries 0.42; number 3, N, carries -0.25; number 4, N, carries -0.39; number 5, N, carries -0.39; number 6, Cl, carries -0.18; number 7, H, carries 0.35; number 8, H, carries 0.21; number 9, H, carries 0.32; number 10, H, carries 0.35

[5]
ORCA calculation (ωB97M-V with the def2-TZVPD basis set) on a structure of composition C2H4ClNO in a non-equilibrium geometry.

Properties
orbital gap	9.589	eV
maximum force	5.8	eV Å⁻¹
energy relative to the best compared isomer or geometry (same formula, charge and spin)	3.084	eV
total energy	-668.6908	a.u.
HOMO energy	-9.13	eV

Atoms and positions in Å:
C: 1.27459 -0.45769 0.49018
C: -1.04763 0.75582 -0.09268
N: 0.42348 0.16037 1.07905
O: -0.70320 0.20756 -1.28917
Cl: 2.42875 -1.30825 1.42618
H: 1.47320 -0.56885 -0.55315
H: -1.90613 0.15576 0.29073
H: -0.92146 1.76446 -0.21891
H: -1.02159 -0.70918 -1.13225

Atoms 1-6, force components in eV/Å:
C 1.004 -0.530 -0.986
C 2.890 -4.309 0.815
N -5.121 2.636 0.292
O -0.951 -1.525 -0.148
Cl 1.285 -0.745 0.602
H -0.189 -0.116 -0.935

Charges computed using Mulliken, reported in e: number 1, C, carries 0.00; number 2, C, carries -0.16; number 3, N, carries -0.45; number 4, O, carries -0.45; number 5, Cl, carries -0.18; number 6, H, carries 0.36; number 7, H, carries 0.25; number 8, H, carries 0.28; number 9, H, carries 0.36

[6]
ORCA calculation (ωB97M-V with the def2-TZVPD basis set) on an isolated molecule of C2H4ClNSi in a non-equilibrium geometry.

Properties
orbital gap (spin up / spin down)	6.849 / 6.849	eV
maximum force	3.8	eV Å⁻¹
energy relative to the best compared isomer or geometry (same formula, charge and spin)	5.206	eV
total energy	-882.7940	a.u.
HOMO energy (spin up / spin down)	-7.73 / -7.73	eV

Atoms and positions in Å:
C: 0.48437 0.89197 -0.23522
C: 2.19826 -0.32309 -0.88074
N: -0.12275 1.46914 0.72070
Si: 0.60593 -1.02313 -0.11382
Cl: 3.57944 -0.09127 0.26441
H: 0.04980 2.49903 0.82725
H: -0.53921 1.02985 1.48773
H: 0.83370 -1.63088 1.31590
H: -0.62865 -1.71778 -0.66675

Atoms 1-6, force components in eV/Å:
C 0.664 -2.619 -0.049
C 0.965 -0.301 -0.552
N 1.115 3.665 -0.347
Si 0.062 0.467 1.568
Cl -1.724 -0.104 -0.708
H -0.586 -1.065 0.166

Charges computed using Mulliken, reported in e: number 1, C, carries -0.19; number 2, C, carries -0.10; number 3, N, carries -0.23; number 4, Si, carries 0.31; number 5, Cl, carries -0.13; number 6, H, carries 0.27; number 7, H, carries 0.22; number 8, H, carries -0.08; number 9, H, carries -0.07

[7]
ORCA calculation (ωB97M-V with the def2-TZVPD basis set) on an isolated molecule of C2H4ClOP in a non-equilibrium geometry.

Properties
orbital gap	8.924	eV
maximum force	5.4	eV Å⁻¹
energy relative to the best compared isomer or geometry (same formula, charge and spin)	2.586	eV
total energy	-955.3110	a.u.
HOMO energy	-9.06	eV

Atoms and positions in Å:
C: 1.83995 0.27738 -0.66830
C: -1.33491 -0.64668 0.50978
O: -0.16926 1.78446 0.18666
P: 0.26722 0.43341 -0.06763
Cl: -2.80574 -0.00885 -0.14964
H: 2.37319 1.16101 -0.67061
H: 2.30793 -0.71015 -0.99650
H: -1.35600 -0.65386 1.71612
H: -1.12237 -1.63672 0.14012

Atoms 1-6, force components in eV/Å:
C -2.259 -4.867 0.129
C 2.412 -0.273 1.887
O -0.943 2.310 0.560
P 0.785 -0.511 -0.152
Cl 0.083 0.165 -0.060
H 0.885 1.750 -0.059

Charges computed using Mulliken, reported in e: number 1, C, carries -0.70; number 2, C, carries -0.45; number 3, O, carries -0.55; number 4, P, carries 0.67; number 5, Cl, carries -0.09; number 6, H, carries 0.29; number 7, H, carries 0.23; number 8, H, carries 0.29; number 9, H, carries 0.32

[8]
ORCA calculation (ωB97M-V with the def2-TZVPD basis set) on a cluster of 2 separate species, C2H4ClOP in total in a non-equilibrium geometry.

Properties
orbital gap (spin up / spin down)	6.904 / 6.760	eV
maximum force	5.4	eV Å⁻¹
energy relative to the best compared isomer or geometry (same formula, charge and spin)	6.145	eV
total energy	-955.1803	a.u.
HOMO energy (spin up / spin down)	-7.58 / -7.41	eV

Atoms and positions in Å:
C: -1.11683 0.81038 0.02816
C: 0.98043 0.28922 0.94498
O: 0.06313 0.72088 -0.21152
P: -0.98786 -0.69609 -2.81711
Cl: -0.95269 -2.60712 -2.29146
H: -1.37516 0.75254 1.03562
H: 0.60903 -0.70352 1.14970
H: 0.80956 1.05579 1.71471
H: 1.97040 0.37792 0.44693

Atoms 1-6, force components in eV/Å:
C -4.557 1.148 -2.711
C 0.062 1.469 -1.704
O 4.543 -0.888 0.455
P -0.102 0.914 -0.349
Cl 0.026 -0.907 0.294
H -0.230 -0.472 2.721

Charges computed using Mulliken, reported in e: number 1, C, carries -0.29; number 2, C, carries -0.67; number 3, O, carries -0.07; number 4, P, carries 0.15; number 5, Cl, carries -0.17; number 6, H, carries 0.17; number 7, H, carries 0.34; number 8, H, carries 0.32; number 9, H, carries 0.23

[9]
ORCA calculation (ωB97M-V with the def2-TZVPD basis set) on a structure of composition C2H4ClP in a non-equilibrium geometry.

Properties
orbital gap (spin up / spin down)	7.611 / 7.616	eV
maximum force	4.2	eV Å⁻¹
energy relative to the best compared isomer or geometry (same formula, charge and spin)	2.309	eV
total energy	-880.0427	a.u.
HOMO energy (spin up / spin down)	-8.04 / -8.04	eV

Atoms and positions in Å:
C: -0.44064 0.48971 0.15995
C: 0.68881 0.15106 -0.65925
P: -1.29256 -1.17992 -0.14190
Cl: 2.13026 -0.37385 0.07068
H: -0.05647 0.70481 1.11506
H: -1.10323 1.39707 -0.02105
H: 0.82406 0.44656 -1.60908
H: -0.75023 -1.63544 1.08558

Atoms 1-6, force components in eV/Å:
C -1.456 2.500 -0.019
C -2.245 -2.293 2.653
P 1.940 1.182 -0.384
Cl 0.493 -0.124 0.285
H -0.029 -0.364 1.697
H 1.016 -1.124 -0.663

Charges computed using Mulliken, reported in e: number 1, C, carries -0.58; number 2, C, carries -0.38; number 3, P, carries -0.01; number 4, Cl, carries -0.13; number 5, H, carries 0.34; number 6, H, carries 0.31; number 7, H, carries 0.42; number 8, H, carries 0.02

[10]
ORCA calculation (ωB97M-V with the def2-TZVPD basis set) on a cluster of 2 separate species, C2H4ClPS3 in total in a non-equilibrium geometry.

Properties
orbital gap (spin up / spin down)	6.785 / 4.148	eV
maximum force	3.3	eV Å⁻¹
energy relative to the best compared isomer or geometry (same formula, charge and spin)	3.276	eV
total energy	-2074.6488	a.u.
HOMO energy (spin up / spin down)	-9.04 / -8.42	eV

Atoms and positions in Å:
C: -0.89074 -0.02291 -0.45267
C: -0.00458 0.49542 0.71006
P: -0.91510 2.91550 -0.84660
S: -1.79527 4.56660 -0.17292
S: -2.26178 1.16141 -0.61934
S: 0.67271 2.19786 0.29759
Cl: 1.98338 0.23461 -2.97811
H: -0.33281 -0.23290 -1.32140
H: -1.43293 -0.98332 -0.09672
H: -0.54676 0.52692 1.58272
H: 0.74705 -0.27164 0.81284

Atoms 1-6, force components in eV/Å:
C -1.782 -0.479 2.721
C 0.619 -0.301 -3.014
P -1.888 -0.019 0.508
S 0.566 -0.839 -0.457
S 0.949 0.838 -0.745
S 0.400 -1.340 0.480

Charges computed using Mulliken, reported in e: number 1, C, carries -0.53; number 2, C, carries -0.53; number 3, P, carries 0.30; number 4, S, carries -0.27; number 5, S, carries -0.13; number 6, S, carries -0.12; number 7, Cl, carries -0.02; number 8, H, carries 0.23; number 9, H, carries 0.31; number 10, H, carries 0.43; number 11, H, carries 0.34

Number 1: molar mass 122.50 Da. Number 2: molar mass 122.50 Da. Number 3: molar mass 155.66 Da. Number 4: molar mass 105.53 Da. Number 5: molar mass 93.51 Da. Number 6: molar mass 105.60 Da. Number 7: molar mass 110.48 Da. Number 8: molar mass 110.48 Da. Number 9: molar mass 94.48 Da. Number 10: molar mass 190.68 Da.